# 1
Below is 3 unconnected molecules or ions with the total composition C2H2INO3 in a non-equilibrium geometry, with properties calculated with wB97M-V/def2-TZVPD.

```
! wB97M-V def2-TZVPD RIJCOSX def2/J DEFGRID3
* xyz 0 3
C -0.694 -2.212 -0.096
C -0.834 1.061 1.451
N -0.738 0.934 0.266
O 0.342 -2.040 0.353
O -1.708 -2.471 -0.559
O -0.879 0.666 -0.914
I 3.003 1.250 -0.823
H 2.045 1.405 -2.050
H -0.537 1.407 2.372
*
```

## Properties
Highest occupied orbital energy (spin up / spin down) in eV: -6.5 / -10.1
Calculated total energy in hartree: -655.3485
Frontier orbital gap (spin up / spin down) in eV: 7.0 / 7.3
ΔE to the lowest compared entry with this formula, charge and spin in kcal/mol: 88.34

# 2
Below is C2H2N2O in the gas phase in a non-equilibrium geometry, with properties calculated with wB97M-V/def2-TZVPD.

```
! wB97M-V def2-TZVPD RIJCOSX def2/J DEFGRID3
* xyz 0 1
N 2.368 -0.371 -1.107
C 1.281 -0.258 -0.648
C 0.013 -0.357 0.290
N -1.048 0.353 0.016
O 0.102 -1.258 1.112
H -0.846 1.415 -0.411
H -1.872 0.476 0.748
*
```

## Properties
SMILES: N#CC(N)=O
Highest occupied orbital energy in eV: -11.1
Calculated total energy in hartree: -262.1224
Frontier orbital gap in eV: 11.3
ΔE to the lowest compared entry with this formula, charge and spin in kcal/mol: 26.07

# 3
Below is C2H2N2O in the gas phase in a non-equilibrium geometry, with properties calculated with wB97M-V/def2-TZVPD.

```
! wB97M-V def2-TZVPD RIJCOSX def2/J DEFGRID3
* xyz 0 1
C 0.802 -0.433 -0.534
N -0.289 -0.972 -0.820
N -1.319 -0.228 -0.194
C -0.658 0.605 0.553
O 0.665 0.561 0.386
H 1.771 -0.911 -0.649
H -0.972 1.378 1.258
*
```

## Properties
SMILES: c1nnco1
Highest occupied orbital energy in eV: -11.0
Calculated total energy in hartree: -262.1208
Frontier orbital gap in eV: 11.9
ΔE to the lowest compared entry with this formula, charge and spin in kcal/mol: 27.07

# 4
Below is C2H2N2O in the gas phase, with properties calculated with wB97M-V/def2-TZVPD.

```
! wB97M-V def2-TZVPD RIJCOSX def2/J DEFGRID3
* xyz 0 1
O -1.219 0.940 0.890
C -0.020 0.704 0.904
N 0.690 -0.196 0.204
C 0.141 -0.772 -0.962
N -1.068 -0.871 -0.787
H 0.685 1.279 1.538
H 0.790 -1.084 -1.787
*
```

## Properties
Highest occupied orbital energy (spin up / spin down) in eV: -10.1 / -10.4
Calculated total energy in hartree: -262.0109
Frontier orbital gap (spin up / spin down) in eV: 7.3 / 8.3
ΔE to the lowest compared entry with this formula, charge and spin in kcal/mol: 96.04

# 5
Below is C2H2N2O in the gas phase in a non-equilibrium geometry, with properties calculated with wB97M-V/def2-TZVPD.

```
! wB97M-V def2-TZVPD RIJCOSX def2/J DEFGRID3
* xyz 0 1
C 0.586 1.018 -0.020
C -1.975 0.417 -0.023
N 0.303 -0.179 -0.023
N -0.961 -0.548 -0.042
O -3.134 0.160 0.016
H 1.556 1.460 -0.018
H -1.195 -1.539 0.025
*
```

## Properties
Highest occupied orbital energy (spin up / spin down) in eV: -9.2 / -9.1
Calculated total energy in hartree: -262.0000
Frontier orbital gap (spin up / spin down) in eV: 8.7 / 8.5
ΔE to the lowest compared entry with this formula, charge and spin in kcal/mol: 102.86

# 6
Below is C2H2N2O in the gas phase in a non-equilibrium geometry, with properties calculated with wB97M-V/def2-TZVPD.

```
! wB97M-V def2-TZVPD RIJCOSX def2/J DEFGRID3
* xyz 0 1
O 1.912 0.994 0.186
N 0.874 0.411 0.051
N 0.437 -0.915 0.807
C -0.715 -0.873 0.278
C -0.234 0.488 -0.649
H -1.583 -1.396 0.387
H -0.692 1.291 -1.059
*
```

## Properties
SMILES: [O-][N+]1=NC=C1
Highest occupied orbital energy (spin up / spin down) in eV: -9.3 / -9.3
Calculated total energy in hartree: -261.9468
Frontier orbital gap (spin up / spin down) in eV: 9.0 / 9.0
ΔE to the lowest compared entry with this formula, charge and spin in kcal/mol: 136.21

# 7
Below is C2H2N2O2 in the gas phase in a non-equilibrium geometry, with properties calculated with wB97M-V/def2-TZVPD.

```
! wB97M-V def2-TZVPD RIJCOSX def2/J DEFGRID3
* xyz 0 1
N -0.020 -0.892 0.096
C 1.121 -0.250 0.078
O 0.205 1.180 -0.299
C -1.108 0.086 -0.173
O 2.278 -0.311 -0.043
N -2.266 0.226 -0.063
H -0.096 1.858 0.325
H -0.112 -1.897 0.079
*
```

## Properties
Highest occupied orbital energy in eV: -9.6
Calculated total energy in hartree: -337.2997
Frontier orbital gap in eV: 9.6
ΔE to the lowest compared entry with this formula, charge and spin in kcal/mol: 78.25

# 8
Below is C2H2N2O2 in the gas phase in a non-equilibrium geometry, with properties calculated with wB97M-V/def2-TZVPD.

```
! wB97M-V def2-TZVPD RIJCOSX def2/J DEFGRID3
* xyz 0 1
O 2.482 0.189 0.234
C 1.351 -0.102 0.058
N -0.056 0.817 0.281
C -1.092 -0.058 0.269
N -0.796 -1.315 0.464
O 0.512 -1.430 0.700
H -0.315 1.716 -0.145
H -2.089 0.183 -0.101
*
```

## Properties
SMILES: O=c1[nH]cno1
Highest occupied orbital energy in eV: -9.6
Calculated total energy in hartree: -337.2859
Frontier orbital gap in eV: 9.0
ΔE to the lowest compared entry with this formula, charge and spin in kcal/mol: 86.94

# 9
Below is C2H2N2O2S in the gas phase in a non-equilibrium geometry, with properties calculated with wB97M-V/def2-TZVPD.

```
! wB97M-V def2-TZVPD RIJCOSX def2/J DEFGRID3
* xyz 0 1
N -0.895 2.023 1.661
C -0.293 1.638 0.782
C 0.338 1.025 -0.362
N -0.463 -0.454 -0.873
S -0.201 -1.756 -0.055
O -0.692 -2.924 -0.703
O 0.716 -1.755 1.055
H 0.068 1.383 -1.399
H 1.422 0.819 -0.105
*
```

## Properties
SMILES: N#CCN=S(=O)=O
Highest occupied orbital energy in eV: -11.6
Calculated total energy in hartree: -735.4656
Frontier orbital gap in eV: 10.5
ΔE to the lowest compared entry with this formula, charge and spin in kcal/mol: 76.33

# 10
Below is 2 unconnected molecules or ions with the total composition C2H2N2O2S in a non-equilibrium geometry, with properties calculated with wB97M-V/def2-TZVPD.

```
! wB97M-V def2-TZVPD RIJCOSX def2/J DEFGRID3
* xyz 0 1
C 1.035 0.934 0.454
C -1.101 -0.272 -0.341
N 1.377 1.992 0.708
N -1.575 -0.088 0.726
O 0.992 -0.253 -1.821
O 2.309 -1.914 1.177
S 0.729 -0.632 -0.438
H -1.255 0.069 -1.323
H -2.511 0.165 0.857
*
```

## Properties
Highest occupied orbital energy (spin up / spin down) in eV: -10.4 / -10.3
Calculated total energy in hartree: -735.2812
Frontier orbital gap (spin up / spin down) in eV: 7.5 / 7.6
ΔE to the lowest compared entry with this formula, charge and spin in kcal/mol: 192.09

# 11
Below is 2 unconnected molecules or ions with the total composition C2H2N2O3 in a non-equilibrium geometry, with properties calculated with wB97M-V/def2-TZVPD.

```
! wB97M-V def2-TZVPD RIJCOSX def2/J DEFGRID3
* xyz -2 1
C -0.084 -1.780 -0.464
C -0.002 -0.370 -0.099
N -0.648 1.200 -1.763
N -0.596 2.315 -1.502
O -0.315 3.172 -0.600
O -1.178 -2.429 -0.355
O 0.993 -2.312 -0.950
H -0.636 -0.093 0.649
H 1.058 0.183 -0.030
*
```

## Properties
Highest occupied orbital energy (spin up / spin down) in eV: 1.9 / 1.2
Calculated total energy in hartree: -412.4581
Frontier orbital gap (spin up / spin down) in eV: 5.4 / 6.1
ΔE to the lowest compared entry with this formula, charge and spin in kcal/mol: 55.66

# 12
Below is 2 unconnected molecules or ions with the total composition C2H2N2O3 in a non-equilibrium geometry, with properties calculated with wB97M-V/def2-TZVPD.

```
! wB97M-V def2-TZVPD RIJCOSX def2/J DEFGRID3
* xyz -2 1
C -1.976 -0.157 -0.071
C -0.660 0.169 0.295
N 1.926 -0.955 -0.339
N 2.916 -0.369 -0.333
O 3.524 0.738 -0.183
O -2.485 0.120 -1.249
O -2.692 -0.526 0.955
H 0.102 0.646 -0.378
H -0.655 0.335 1.303
*
```

## Properties
Highest occupied orbital energy (spin up / spin down) in eV: -0.2 / 2.3
Calculated total energy in hartree: -412.4508
Frontier orbital gap (spin up / spin down) in eV: 7.4 / 5.0
ΔE to the lowest compared entry with this formula, charge and spin in kcal/mol: 60.22